Molecular formula: C4H9N2O2
Method: DFT, ωB97M-V with the def2-TZVPD basis set

Structure (XYZ):
```
17
Properties=species:S:1:pos:R:3
C 2.803 0.346 -0.498
N 1.761 -0.201 0.003
O 1.505 -1.457 -0.076
C 0.812 0.533 0.840
C -0.475 0.745 0.235
N -1.281 -0.237 0.016
C -2.635 -0.228 -0.470
O -0.963 -1.474 0.413
H 3.615 -0.307 -1.037
H 2.805 1.374 -0.375
H 0.584 -0.183 1.630
H 1.408 1.506 1.001
H -0.966 1.617 -0.111
H -3.102 0.725 -0.594
H -3.320 -0.729 0.267
H -2.788 -0.461 -1.521
H 0.236 -1.570 0.277
```

Results
structure (SMILES) = C=[N+]([O-])C/C=[N+](/C)O
LUMO energy = -4.7266 eV
total charge = +1

***

Molecular formula: C4H9N2O2
Method: DFT, ωB97M-V with the def2-TZVPD basis set

Structure (XYZ):
```
17
Properties=species:S:1:pos:R:3
C -0.062 1.710 0.187
C 1.224 1.102 0.762
C -1.159 0.764 -0.145
C 0.598 -0.946 -0.143
N -1.822 0.930 -1.282
N 0.353 -2.342 0.337
O -0.152 2.889 -0.035
O 1.146 -0.280 0.961
H 2.029 1.356 0.056
H 1.459 1.557 1.727
H -1.594 0.163 0.637
H 1.221 -0.935 -1.038
H -2.649 0.399 -1.500
H -1.508 1.628 -1.943
H 1.018 -2.511 1.109
H 0.494 -3.036 -0.404
H -0.597 -2.450 0.713
```

Results
2S+1 = 3
LUMO energy (spin up / spin down) = -3.8536 / -5.5847 eV
total charge = +1

***

Let's list total energy in order: -11357.11887, -11357.89517 eV.
Let's list molecular weight in order: 117.1, 117.1 g mol⁻¹.
Let's list relative energy (zero: lowest compared OMol25 entry of this formula, charge and spin) in order: 564.31, 0.00 kJ/mol.